Entry 1:
A 2-piece molecular cluster, C4H12 overall. Source: the OMol25 dataset; level of theory: ωB97M-V with the def2-TZVPD basis set.

Last column: natural (NBO) charge in e.
Geometry (Å):
C -0.653 -0.933 1.388  -0.604
C -1.406 -2.004 2.180  -0.603
C 0.788 1.021 -1.191  -0.605
C 1.217 1.876 -2.378  -0.603
H 1.675 0.647 -0.675  0.201
H -0.735 -2.523 2.862  0.201
H 1.898 2.673 -2.067  0.200
H 0.176 0.186 -1.522  0.204
H -0.248 -0.168 2.057  0.200
H -1.307 -0.453 0.662  0.202
H -2.208 -1.523 2.737  0.202
H 0.261 1.633 -0.459  0.203
H 1.783 1.307 -3.118  0.201
H -1.823 -2.757 1.514  0.201
H 0.224 -1.322 0.872  0.201
H 0.358 2.340 -2.862  0.201

Properties
SMILES: CC.CC
HOMO in eV: -11.8
Electronic energy in eV: -4342.48814
ΔE to the lowest compared entry with this formula, charge and spin in kcal/mol: 0.9
LUMO in eV: 1.1


Entry 2:
C3H3O4Tl as an isolated structure. Source: the OMol25 dataset; level of theory: ωB97M-V with the def2-TZVPD basis set.

Last column: Löwdin spin population.
Geometry (Å):
Tl -1.899 2.976 -0.787  0.003
O 1.055 1.210 -0.072  -0.001
O -1.081 1.459 -0.140  -0.002
O -0.260 -0.581 -0.061  0.006
O 1.181 -3.758 0.380  0.721
C 0.489 -2.781 0.467  0.118
C -0.115 0.686 -0.158  0.002
C 0.868 -1.476 -0.204  0.082
H -0.308 -2.641 1.260  0.072
H 1.807 -1.128 0.246  -0.001
H 1.050 -1.626 -1.277  0.000

Properties
HOMO (alpha / beta) in eV: -24.8 / -24.7
Electronic energy in eV: -15997.65656
<S²>: 0.760
ΔE to the lowest compared entry with this formula, charge and spin in kcal/mol: 37.8
Charge: +3
LUMO (alpha / beta) in eV: -20.1 / -20.1
Multiplicity: 2


Entry 3:
A 2-piece molecular cluster, C6H18NO2 overall. Source: the OMol25 dataset; level of theory: ωB97M-V with the def2-TZVPD basis set.

Last column: natural (NBO) charge in e.
Geometry (Å):
O 3.420 -1.146 -0.057  -0.986
O 1.337 2.322 -1.398  -0.711
N 0.608 -0.919 -1.541  -0.718
C 0.089 -0.101 2.230  -0.629
C -0.092 0.365 -0.918  -0.052
C 0.100 1.595 -1.777  -0.114
C -2.151 -0.087 0.672  -0.394
C -1.625 -0.036 -0.826  -0.434
C -1.309 -0.630 1.837  -0.438
H 1.516 -0.615 -1.904  0.455
H -0.734 2.285 -1.504  0.209
H 3.554 -1.973 0.423  0.492
H -1.835 -1.071 -1.191  0.210
H 0.947 -1.599 -0.869  0.448
H -3.086 -0.618 0.774  0.237
H 0.142 1.521 -2.882  0.228
H 0.707 -0.400 1.376  0.168
H -2.014 -0.398 2.708  0.230
H 0.180 0.982 2.564  0.228
H 0.411 0.442 -0.026  0.234
H -0.099 -1.360 -2.308  0.462
H -2.260 0.970 0.961  0.204
H 0.484 -0.591 3.151  0.244
H -2.212 0.748 -1.331  0.241
H 4.028 -0.475 0.256  0.499
H 1.283 2.519 -0.430  0.471
H -1.392 -1.728 2.009  0.218

Properties
HOMO in eV: -14.2
Electronic energy in eV: -12091.01979
ΔE to the lowest compared entry with this formula, charge and spin in kcal/mol: 38.1
Charge: +1
LUMO in eV: -3.2


Entry 4:
C6H22N8O6Tl as an isolated structure. Source: the OMol25 dataset; level of theory: ωB97M-V with the def2-TZVPD basis set.

Last column: Mulliken charge in e.
Geometry (Å):
Tl 0.358 0.193 0.093  1.365
O 0.493 0.425 -1.817  -0.410
O -0.841 -3.924 -0.383  -0.530
O 1.791 1.661 0.365  -0.670
O 0.294 -0.054 2.038  -0.726
O -0.138 -1.662 0.977  -0.155
O -0.794 -0.880 -1.245  -0.514
N -0.111 0.292 4.194  -0.403
N -2.973 -0.937 -0.958  -0.410
N 0.785 3.685 0.238  -0.488
N 1.975 0.820 -3.416  -0.271
N 0.955 2.496 -2.522  -0.391
N 2.894 3.479 0.411  -0.390
N -2.199 -0.901 -3.034  -0.422
N 1.531 -1.063 3.610  -0.434
C 0.492 -0.306 3.196  0.985
C 1.822 2.851 0.481  0.911
C 1.042 1.191 -2.634  0.646
C -1.896 -3.201 0.171  -0.462
C -1.283 -2.453 1.344  -0.617
C -1.915 -0.930 -1.713  0.641
H -0.846 0.968 4.041  0.234
H -3.148 -1.199 -3.208  0.196
H 2.287 -1.203 2.955  0.215
H -2.453 -2.702 -0.622  0.221
H 0.005 3.121 -0.069  0.182
H -1.547 -1.176 -3.756  0.263
H 1.078 4.616 -0.019  0.255
H 2.897 4.402 0.821  0.276
H 0.629 -2.227 0.857  0.295
H -0.976 -3.119 2.150  0.390
H -2.064 -1.734 1.592  0.380
H 1.660 -1.298 4.584  0.209
H 2.079 -0.161 -3.635  0.282
H -0.971 -3.919 -1.334  0.370
H -2.723 -0.746 0.002  0.169
H -3.855 -1.117 -1.416  0.221
H 3.631 2.799 0.289  0.253
H 0.316 0.223 5.107  0.210
H 0.286 2.802 -1.830  0.158
H 2.340 1.641 -3.877  0.253
H 1.779 3.072 -2.623  0.261
H -2.684 -3.823 0.593  0.451

Properties
HOMO in eV: -18.3
Electronic energy in eV: -35445.77773
ΔE to the lowest compared entry with this formula, charge and spin in kcal/mol: 116.3
Charge: +3
LUMO in eV: -10.5


Entry 5:
An isolated molecule of CH3F2N2P. Source: the OMol25 dataset; level of theory: ωB97M-V with the def2-TZVPD basis set.

Last column: natural (NBO) charge in e.
Geometry (Å):
P -0.644 0.500 0.174  2.175
F -0.065 1.813 -0.328  -0.535
F -1.748 0.412 -1.116  -0.579
N 1.388 -0.458 -1.257  -0.547
N -1.272 0.734 1.508  -1.302
C 0.775 -0.787 -0.202  -0.168
H 0.967 -1.419 0.656  0.194
H 2.257 -0.847 -1.523  0.363
H -1.658 0.053 2.088  0.399

Properties
SMILES: [H]/N=C/P(=N)(F)F
HOMO in eV: -10.2
Electronic energy in eV: -18790.01953
ΔE to the lowest compared entry with this formula, charge and spin in kcal/mol: 10.5
LUMO in eV: -0.1


Entry 6:
A 2-piece molecular cluster, C5H14 overall. Source: the OMol25 dataset; level of theory: ωB97M-V with the def2-TZVPD basis set.

Last column: natural (NBO) charge in e.
Geometry (Å):
C -1.047 0.908 -1.724  -0.637
C 0.394 -1.807 1.906  -0.625
C -0.841 -0.821 2.160  -0.600
C 1.463 0.805 -1.679  -0.637
C 0.227 1.147 -0.842  -0.427
H -0.704 0.136 2.554  0.209
H -1.552 -1.316 2.716  0.202
H 1.111 0.096 -2.491  0.207
H -1.405 -0.617 1.134  0.187
H 0.744 -1.557 0.866  0.208
H 1.303 -1.680 2.518  0.212
H 2.318 0.294 -1.282  0.215
H 0.042 -2.892 1.944  0.210
H -0.103 0.537 0.136  0.215
H -1.604 -0.010 -1.361  0.219
H 1.970 1.747 -1.993  0.217
H -1.864 1.734 -1.509  0.209
H -0.909 1.076 -2.793  0.216
H 0.458 2.221 -0.262  0.200

Properties
SMILES: CCC.CC
HOMO in eV: -10.4
Electronic energy in eV: -5409.95607
ΔE to the lowest compared entry with this formula, charge and spin in kcal/mol: 48.3
LUMO in eV: 1.1


> What is the electronic energy in the first record?

-4342.48814 eV


> Which value of ΔE to the lowest compared entry with this formula, charge and spin does entry 1 give?

0.9 kcal/mol


Repeat the third record exactly.
A 2-piece molecular cluster, C6H18NO2 overall. Source: the OMol25 dataset; level of theory: ωB97M-V with the def2-TZVPD basis set.

Last column: natural (NBO) charge in e.
Geometry (Å):
O 3.420 -1.146 -0.057  -0.986
O 1.337 2.322 -1.398  -0.711
N 0.608 -0.919 -1.541  -0.718
C 0.089 -0.101 2.230  -0.629
C -0.092 0.365 -0.918  -0.052
C 0.100 1.595 -1.777  -0.114
C -2.151 -0.087 0.672  -0.394
C -1.625 -0.036 -0.826  -0.434
C -1.309 -0.630 1.837  -0.438
H 1.516 -0.615 -1.904  0.455
H -0.734 2.285 -1.504  0.209
H 3.554 -1.973 0.423  0.492
H -1.835 -1.071 -1.191  0.210
H 0.947 -1.599 -0.869  0.448
H -3.086 -0.618 0.774  0.237
H 0.142 1.521 -2.882  0.228
H 0.707 -0.400 1.376  0.168
H -2.014 -0.398 2.708  0.230
H 0.180 0.982 2.564  0.228
H 0.411 0.442 -0.026  0.234
H -0.099 -1.360 -2.308  0.462
H -2.260 0.970 0.961  0.204
H 0.484 -0.591 3.151  0.244
H -2.212 0.748 -1.331  0.241
H 4.028 -0.475 0.256  0.499
H 1.283 2.519 -0.430  0.471
H -1.392 -1.728 2.009  0.218

Properties
HOMO in eV: -14.2
Electronic energy in eV: -12091.01979
ΔE to the lowest compared entry with this formula, charge and spin in kcal/mol: 38.1
Charge: +1
LUMO in eV: -3.2